# 1
Below is C19H39MnN8O6 as an isolated structure, with properties calculated with ωB97M-V/def2-TZVPD.

```
73
Properties=species:S:1:pos:R:3:forces:R:3
Mn 0.163363 0.201999 -0.522262 0.53 -0.25 0.28
C -1.146837 1.957299 -3.247662 0.05 -0.14 -0.29
O -0.808437 2.028699 -1.875762 0.06 -0.14 0.34
C -1.533137 3.046799 -1.200662 -0.12 0.08 0.55
C -1.288137 2.844199 0.288238 0.09 0.30 -0.49
O -1.691937 1.497599 0.543638 0.30 -0.33 -0.29
C -1.805737 1.133899 1.905338 -0.08 -0.50 0.27
C -2.086937 -0.365801 1.914538 -0.13 0.51 0.02
O -1.035737 -1.004201 1.210538 0.02 0.43 -0.10
C -0.991437 -2.405701 1.413838 0.18 -0.24 -0.13
H -0.988137 2.924099 -3.735562 0.05 -0.07 0.03
H -2.197337 1.667499 -3.377362 0.06 0.03 0.07
H -0.494537 1.209599 -3.692562 -0.03 0.10 -0.05
H -2.607037 2.945499 -1.425962 0.21 0.03 0.03
H -1.188337 4.040699 -1.518362 -0.05 -0.17 0.04
H -1.881837 3.550799 0.879038 0.02 -0.09 -0.07
H -0.218137 2.976499 0.515738 -0.25 0.00 0.09
H -2.633937 1.677099 2.381938 0.16 -0.06 -0.05
H -0.870237 1.339799 2.443038 -0.09 0.04 -0.08
H -3.046837 -0.568601 1.414838 0.10 -0.01 0.11
H -2.139437 -0.734601 2.946138 0.03 0.05 -0.10
H -0.857137 -2.637501 2.474238 0.02 0.04 -0.05
H -0.132337 -2.765601 0.850738 -0.08 -0.08 0.09
H -1.912037 -2.882201 1.059738 0.00 0.03 -0.01
N 1.945263 -0.262901 -2.086062 -0.15 -0.06 0.22
N 1.898063 1.061799 -2.627462 0.39 0.27 -0.38
H 2.875463 -0.537401 -1.754462 -0.34 0.11 -0.07
H 1.648763 -0.933301 -2.799762 0.01 0.31 0.29
H 2.559663 1.201899 -3.395662 -0.08 -0.10 0.36
H 2.133063 1.715699 -1.879362 -0.02 -0.17 -0.23
C 5.259563 2.108399 0.717138 -0.04 0.15 0.20
C 4.692263 2.746099 1.979038 -0.04 -0.15 -0.15
C 3.428763 2.027799 2.511638 0.19 0.65 0.27
C 2.956563 2.761099 3.788738 -0.13 -0.15 -0.01
C 1.745863 2.098299 4.434638 0.19 0.15 -0.05
C 3.830963 0.622899 2.907238 -0.26 -0.02 -0.25
O 4.657663 0.370899 3.743838 0.14 0.06 0.14
N 3.179063 -0.398201 2.240938 0.07 -0.49 0.03
C 2.234063 -0.236601 1.257038 0.08 -0.36 0.03
O 1.735363 -1.231401 0.702638 -0.10 0.01 0.04
N 1.833463 0.985099 0.890438 -0.99 -0.05 -0.78
C 2.314663 2.118999 1.466438 0.03 -0.05 0.06
O 1.852063 3.200099 1.147038 0.18 0.28 0.06
H 6.150963 2.648299 0.407238 0.06 -0.04 -0.12
H 4.531663 2.156299 -0.091562 -0.03 -0.03 -0.17
H 5.534163 1.068599 0.886938 0.06 -0.11 -0.04
H 4.431163 3.784999 1.771438 -0.06 -0.02 0.13
H 5.440263 2.723399 2.774438 -0.09 0.04 -0.01
H 2.713863 3.789899 3.516038 0.11 -0.06 -0.03
H 3.787363 2.766999 4.496338 0.01 0.05 -0.08
H 0.898963 2.089899 3.748638 -0.12 -0.01 -0.02
H 1.458163 2.651599 5.325238 -0.11 -0.05 0.07
H 1.974463 1.074299 4.726138 -0.06 -0.10 0.08
H 3.428163 -1.348601 2.496338 -0.03 0.18 -0.08
C -2.881637 -5.203701 -2.219762 -0.22 0.02 -0.13
C -4.011037 -4.222201 -2.525062 0.23 0.10 0.07
C -4.560637 -3.607701 -1.239562 -0.06 -0.15 -0.27
C -3.549737 -3.149101 -3.530362 -0.81 -0.75 -0.18
N -2.403837 -2.425201 -3.058862 0.42 1.25 1.00
C -2.299637 -1.485101 -2.103462 0.19 -0.20 -0.27
N -1.023837 -1.178001 -1.974962 -0.61 0.46 0.56
N -0.373637 -1.931101 -2.863062 0.93 0.06 -0.04
N -1.176537 -2.666401 -3.500662 -0.03 -0.90 -0.90
H -3.253937 -6.016801 -1.601962 0.01 -0.07 0.07
H -2.069737 -4.717901 -1.678862 0.08 0.03 0.04
H -2.477337 -5.631901 -3.134362 0.09 -0.06 -0.04
H -4.822637 -4.761901 -3.020462 0.02 0.06 -0.05
H -3.767437 -3.156801 -0.644862 0.06 0.05 0.09
H -5.024637 -4.379301 -0.631662 -0.02 -0.05 0.10
H -5.318537 -2.858601 -1.457562 -0.11 0.14 0.05
H -4.357337 -2.440101 -3.726162 0.12 -0.01 -0.04
H -3.249937 -3.623601 -4.466962 -0.03 0.15 0.07
H -3.115437 -1.047401 -1.568062 -0.19 0.06 0.14
```
Forces are in eV/Å.

The multiplicity is 6. As for the frontier orbital gap (spin up / spin down): 0.3543 / 0.3552 hartree. As for the charge: +1. The HOMO energy (spin up / spin down) comes out at -11.795 / -11.854 eV.


# 2
Below is an isolated ion of composition C5H12NO and charge -1, with properties calculated with ωB97M-V/def2-TZVPD.

```
19
Properties=species:S:1:pos:R:3:forces:R:3
C -1.503700 1.859440 -0.668577 -0.02 -0.99 0.36
C -1.044064 0.361701 -0.655759 -2.13 0.81 1.29
C -2.301384 -0.490018 -0.518222 1.00 -1.58 0.57
C -0.153500 0.071004 0.535097 3.09 0.61 -1.83
N 0.641372 -1.181204 0.417969 -1.24 0.05 0.39
C 2.271602 -0.941937 0.325937 -1.81 1.61 0.29
O 2.570527 0.316537 0.512808 0.59 0.18 -0.17
H -0.616903 2.348079 -1.078848 -0.71 0.91 -0.06
H -1.846771 2.282953 0.285817 0.89 -0.28 0.34
H -2.470450 1.917861 -1.182862 0.59 0.30 -1.02
H -0.503864 0.261975 -1.597118 -0.06 -0.69 0.05
H -2.998293 -0.420738 -1.330163 -0.68 0.15 -0.23
H -2.002590 -1.526495 -0.389451 0.42 -0.61 -0.98
H -2.732595 -0.489938 0.492314 -0.47 1.38 -0.19
H 0.691465 0.804088 0.400221 -0.55 0.08 0.82
H -0.688415 0.283985 1.459677 0.00 -0.33 0.26
H 0.445501 -1.705400 1.261733 0.29 -0.21 -0.01
H 2.564377 -1.569810 1.186997 0.51 -0.80 -0.49
H 2.466439 -1.285595 -0.720974 0.29 -0.59 0.61
```
Forces are in eV/Å.

As for the frontier orbital gap: 0.2444 hartree. As for the charge: -1. The HOMO energy comes out at -2.724 eV.


# 3
Below is one molecule with the formula C5H10N2, with properties calculated with ωB97M-V/def2-TZVPD.

```
17
Properties=species:S:1:pos:R:3:forces:R:3
C 1.933351 -0.641173 0.266563 -0.01 -0.04 0.07
C 1.409448 0.666900 -0.285709 0.32 -0.14 0.17
N 0.520684 0.695895 -1.446994 -0.10 0.05 -0.03
C -0.015441 1.031171 -0.119512 -0.04 0.07 0.01
C -0.943037 0.141048 0.664293 0.15 0.14 0.04
C -2.341603 -0.085439 0.239052 -0.25 0.17 0.00
N -1.366839 -1.177094 0.200591 0.09 -0.14 -0.17
H 2.858405 -0.949588 -0.233060 -0.17 0.08 0.00
H 1.200170 -1.450329 0.174290 0.11 0.16 -0.01
H 2.160698 -0.535350 1.334179 -0.01 0.01 -0.15
H 2.144397 1.469339 -0.293926 -0.11 -0.04 0.01
H 0.289648 -0.250168 -1.730007 -0.07 -0.08 0.05
H -0.248859 2.092044 -0.025409 -0.02 -0.18 0.00
H -0.741970 0.165828 1.736134 -0.06 -0.01 -0.16
H -3.124337 -0.193995 0.985782 0.12 0.02 -0.13
H -2.660939 0.354048 -0.704787 0.09 -0.06 0.15
H -1.073776 -1.333139 -0.761480 -0.03 0.01 0.12
```
Forces are in eV/Å.

As for the frontier orbital gap: 0.3862 hartree. The HOMO energy comes out at -9.310 eV.


# 4
Below is a 2-piece molecular cluster, C5H10O overall, with properties calculated with ωB97M-V/def2-TZVPD.

```
16
Properties=species:S:1:pos:R:3:forces:R:3
C 0.223683 -2.181733 0.793256 -2.62 1.46 1.52
C 0.600265 -0.898636 0.851460 1.24 -1.67 -0.09
C -0.346340 0.079978 1.387660 -0.41 4.87 -2.59
C -0.151089 1.444834 1.044348 0.70 -4.69 1.36
C 1.240568 1.850952 0.596129 -3.04 4.31 -3.83
H 0.808955 -3.046794 0.775931 0.97 -0.98 -0.90
H -0.845856 -2.285863 1.102814 0.95 -0.63 -0.20
H 1.653142 -0.733448 0.439818 -1.59 0.57 1.11
H -1.404941 -0.115858 1.665974 1.11 -0.76 -0.03
H -1.009735 2.139008 1.143470 1.10 -0.17 0.01
H 1.297913 2.902318 0.980088 0.93 -0.87 -0.16
H 1.126401 2.104829 -0.626912 0.27 -0.62 2.85
H 2.137347 1.292184 0.606099 0.39 -0.83 0.92
O -1.985071 -0.699218 -3.327318 -0.09 0.80 -1.31
H -1.878025 -0.350976 -4.266244 0.13 -1.22 1.96
H -1.467210 -1.501572 -3.166572 -0.04 0.43 -0.63
```
Forces are in eV/Å.

As for the frontier orbital gap: 0.3323 hartree. The HOMO energy comes out at -8.165 eV.


Short version: energy relative to the best compared isomer or geometry (same formula, charge and spin) = 48.3 128.0 202.0 306.0 kJ/mol, in the order given.
Short version: strongest force on any atom = 0.03212 0.07083 0.00749 0.12676 Eh/bohr, in the order given.